Record 1
DFT (wB97M-V/def2-TZVPD) results for a 2-piece molecular cluster, C3H9NO2 overall at a distorted geometry.

## Properties
Electronic energy (eV): -8831.24227
M (g mol⁻¹): 91.1
Orbital gap (spin up / spin down) (eV): 10.3 / 4.8
E_LUMO (spin up / spin down) (eV): -3.74 / -9.21
Charge: +1
HOMO energy (spin up / spin down) (eV): -14.04 / -14.03
Spin multiplicity: 2
⟨S²⟩: 0.75
Energy above the lowest of the compared OMol25 structures with the same formula, charge and spin (kcal/mol): 52.3

Last column: Mulliken charge in e.
Atoms and positions in Å:
C -1.61293 -2.53219 -0.84008  -0.967
C -0.92761 -1.24424 -0.92070  0.879
O -1.36848 -0.25026 0.10172  -0.479
O 0.11635 -0.83398 -1.40480  -0.553
H -1.82987 -2.86208 0.17435  0.303
H -0.99838 -3.40742 -1.26454  0.316
H -2.50668 -2.53394 -1.53853  0.289
C 1.79384 1.66624 1.09735  -0.596
N 0.72850 2.11622 0.23868  -0.109
H 0.73328 3.16617 0.30821  0.345
H 0.53133 1.62923 -0.49186  0.342
H -0.92201 0.58337 0.22025  0.228
H 2.41011 0.72795 0.77064  0.324
H 1.32558 1.31846 2.08813  0.331
H 2.52698 2.45648 1.46117  0.346

Cartesian forces (eV/Å) of the 2 atoms listed first:
C -0.459 -2.328 -2.113
C 3.863 5.026 2.930

***

Record 2
DFT (wB97M-V/def2-TZVPD) results for an isolated ion of composition CH4N3 and charge +1 at a distorted geometry.

## Properties
Electronic energy (eV): -5560.70896
M (g mol⁻¹): 58.1
Orbital gap (spin up / spin down) (eV): 9.2 / 8.8
E_LUMO (spin up / spin down) (eV): -6.22 / -6.49
Charge: +1
HOMO energy (spin up / spin down) (eV): -15.39 / -15.26
Energy above the lowest of the compared OMol25 structures with the same formula, charge and spin (kcal/mol): 96.3

Last column: Mulliken charge in e.
Atoms and positions in Å:
C -0.02375 0.16516 -0.77978  0.238
N 0.59102 -0.51398 0.14642  0.213
N -0.07270 -1.25383 0.97452  -0.467
N -0.64679 1.22553 -0.61822  -0.131
H 1.64230 -0.64810 0.02752  0.346
H 0.53829 -2.04861 1.24555  0.294
H -1.20304 1.56236 -1.28527  0.253
H -0.82533 1.51147 0.28927  0.254

Cartesian forces (eV/Å) of the 2 atoms listed first:
C 0.486 -0.129 -2.891
N 1.844 -3.061 2.843

***

Record 3
DFT (wB97M-V/def2-TZVPD) results for a 10-piece molecular cluster, C4H31N2O10 overall at a distorted geometry.

## Properties
Electronic energy (eV): -28103.43738
M (g mol⁻¹): 267.3
Orbital gap (eV): 10.4
E_LUMO (eV): -2.27
Charge: +1
HOMO energy (eV): -12.63
Energy above the lowest of the compared OMol25 structures with the same formula, charge and spin (kcal/mol): 3.5

Last column: Mulliken charge in e.
Atoms and positions in Å:
C -2.71686 -0.20448 -0.20598  -1.062
O -2.50623 0.98164 -1.01836  -0.565
C -1.63214 -0.15881 0.86009  0.310
C -1.87712 -1.17949 1.96629  -0.951
C -0.68177 -1.41302 2.92077  -0.705
N 0.24551 -0.24129 3.06514  0.076
N -0.32536 -0.35489 0.28004  0.461
H -2.62020 -1.07129 -0.86038  0.309
H -3.73857 -0.14962 0.18808  0.511
H -3.25022 1.17727 -1.60564  0.253
H -1.67408 0.83271 1.31219  0.307
H -2.12711 -2.14393 1.50091  0.359
H -2.75174 -0.87305 2.54149  0.428
H -0.08951 -2.24788 2.55304  0.338
H -1.06070 -1.67826 3.90778  0.387
H -0.24409 0.66400 3.19002  0.253
H 0.85688 -0.12100 2.19734  0.078
H 0.83533 -0.35984 3.88467  0.429
H -0.01904 0.45076 -0.25179  -0.112
H -0.26994 -1.18807 -0.29944  0.065
H 2.26918 1.13453 -1.67355  0.432
H 1.97810 2.63687 -1.34716  0.292
O 1.58988 1.74898 -1.24790  -0.747
H -1.78711 2.43720 -0.24369  0.390
H -1.52954 3.98262 -0.12673  0.309
O -1.35666 3.12766 0.30691  -0.691
H 3.24198 -0.72011 -1.71925  0.441
H 2.44651 -0.44976 -3.01456  0.449
O 3.13085 -0.05977 -2.43614  -0.876
H -0.88583 2.89480 1.95658  0.350
H -1.14871 3.32050 3.45297  0.302
O -0.71852 2.65186 2.89362  -0.655
H 2.05325 -2.21983 -0.66083  0.414
H 3.52790 -2.54874 -0.24002  0.268
O 2.90371 -1.83315 -0.33889  -0.723
H -1.17860 0.99291 -2.27442  0.369
H 0.33931 1.47192 -2.35956  0.453
O -0.41936 1.12609 -2.88808  -0.863
H 0.50127 -3.64339 -1.83300  0.288
H 0.69525 -2.18281 -2.36750  0.429
O 0.65571 -2.73455 -1.54983  -0.725
H 0.92710 -1.24487 -4.53122  0.282
H 0.33093 -0.23890 -3.42930  0.482
O 0.90032 -1.05206 -3.59512  -0.769
H 2.21363 0.95829 0.81403  0.315
H 2.57086 -0.51999 0.85754  0.419
O 2.39551 0.24224 1.46884  -0.807

Cartesian forces (eV/Å) of the 2 atoms listed first:
C -0.621 0.740 -0.260
O -0.048 0.059 -0.204